(1)
17
Properties=species:S:1:pos:R:3 method="wB97M-V/def2-TZVPD" smiles=C[C@H]1OCC[C@H]1O e_lumo_ev=0.86
O 0.235 1.369 0.925
H 1.665 0.030 1.401
H 2.160 -0.639 -1.007
H -1.996 -0.533 -0.494
H -1.421 2.182 -0.006
H -0.298 1.080 -0.939
H 0.792 -0.126 -1.924
C -0.836 1.266 0.002
H -2.278 0.083 1.146
H 1.840 1.079 -1.283
C -0.311 -0.897 0.849
C -1.523 -0.052 0.366
C 0.840 0.138 0.673
O -0.044 -2.077 0.134
H 0.261 -1.787 -0.735
C 1.386 0.114 -0.991
H -0.473 -1.230 1.884

(2)
19
Properties=species:S:1:pos:R:3 method="wB97M-V/def2-TZVPD" e_lumo_ev="-4.45 / -8.42" charge=+1
F 1.213 11.410 8.118
F -0.332 8.963 8.156
C 2.223 12.250 8.034
F 3.158 14.154 9.067
F 2.111 12.980 6.934
C 2.575 12.971 9.320
C -0.506 8.075 7.247
F 1.490 13.162 10.068
F -1.596 5.348 4.421
F -1.591 6.787 8.901
C -0.049 8.295 5.986
F 3.426 12.258 10.026
C -1.262 6.220 5.364
F -2.178 4.933 7.146
C -1.550 6.034 6.669
C -0.398 7.347 5.082
F -0.049 7.540 3.765
Tl 0.662 10.103 4.512
C -1.210 6.931 7.600

(3)
33
Properties=species:S:1:pos:R:3 method="wB97M-V/def2-TZVPD" e_lumo_ev=-0.17
O -29.325 -7.016 -30.420
O -27.757 -6.320 -29.397
H -29.200 -7.296 -31.327
H -29.737 -8.063 -33.039
O -29.081 -7.942 -32.353
H -27.301 -5.603 -29.838
H -28.418 -7.378 -32.752
H -26.899 -5.332 -33.519
H -28.855 -6.824 -34.869
O -26.937 -5.218 -30.903
O -27.350 -7.018 -32.126
O -25.776 -6.783 -29.947
H -28.490 -6.617 -30.174
H -25.992 -9.055 -29.348
O -26.425 -8.867 -30.181
H -26.914 -6.697 -31.336
H -25.993 -5.081 -30.992
O -27.999 -4.897 -32.754
H -28.592 -5.940 -29.121
H -25.897 -7.382 -34.233
H -27.329 -4.407 -31.226
H -28.235 -5.455 -33.495
O -26.760 -7.757 -34.056
H -26.590 -8.466 -33.435
H -25.100 -6.941 -29.288
H -26.226 -7.946 -30.353
H -28.261 -5.401 -31.983
O -28.374 -6.441 -34.136
H -25.410 -5.078 -33.624
H -26.536 -6.488 -29.446
O -26.066 -5.772 -33.693
H -27.551 -6.929 -34.106
H -26.794 -6.720 -32.845

(4)
31
Properties=species:S:1:pos:R:3 method="wB97M-V/def2-TZVPD" e_lumo_ev=-3.36 charge=+1
N 2.511 1.361 -0.325
C -4.282 0.434 -0.008
H 1.589 -2.662 -0.330
N -4.636 1.635 -0.033
H 3.552 -1.611 -0.330
H -1.103 -2.450 -0.040
O 1.559 -1.729 -0.530
H -4.747 2.284 0.728
H -0.740 2.520 -0.679
C 2.900 1.117 1.022
C 2.711 -0.448 1.157
H 2.684 2.227 -0.786
C -1.766 -1.621 0.021
C -4.272 -0.886 0.117
H 2.138 0.034 -2.109
H 2.152 1.692 1.785
H 3.243 -1.033 1.898
H 3.872 0.420 -1.501
C 2.737 -1.021 -0.288
C -1.426 0.697 -0.346
N -0.964 -0.533 -0.141
N -0.507 1.688 -0.230
H 1.757 -0.680 1.566
H -4.371 2.076 -0.885
H 3.896 1.331 1.183
C 2.917 0.195 -1.202
H 0.019 -0.630 -0.124
H -5.350 -1.275 0.019
H 0.597 1.445 -0.151
H -3.543 -2.818 0.353
C -3.126 -1.759 0.191

(5)
83
Properties=species:S:1:pos:R:3 method="wB97M-V/def2-TZVPD" e_lumo_ev="-2.73 / -2.98" spin_multiplicity=3 charge=+1
H 2.319 -3.501 2.753
H 4.598 1.537 1.336
H 3.383 2.131 -1.772
O -0.606 0.631 -1.551
C -3.038 2.198 1.439
H -5.510 4.941 -2.905
C 2.608 1.368 -1.835
C -5.064 -1.049 -0.773
H -2.732 3.901 2.694
H -4.816 -3.122 -1.265
C 0.557 0.579 2.851
C -0.984 -0.048 -3.834
H 0.937 -3.146 1.682
C -3.146 -0.034 0.207
O -0.506 -1.510 -2.001
Ti -0.167 -0.730 0.146
C -0.687 -0.330 -2.384
C -0.581 1.355 2.289
C 2.465 -2.111 -2.358
C 2.294 0.189 4.436
S -1.091 4.235 -0.976
H 1.602 -4.607 -0.911
P 2.111 0.819 -0.154
H -4.999 0.996 -0.117
H -3.485 5.724 -1.723
H -1.632 -3.511 -1.426
C 1.362 1.046 3.869
H 4.616 -3.351 0.661
H -0.199 -0.478 -4.454
C -4.814 2.900 -3.087
H -0.571 3.070 3.589
H -1.547 -3.590 0.337
C 2.445 -4.101 -0.439
H 1.270 2.064 4.221
H -5.680 2.542 -3.624
C 3.545 -1.522 0.281
C 5.622 -1.676 1.513
H 3.536 -2.128 -2.562
H -2.872 -4.405 -0.523
P 2.113 -2.298 -0.564
H -3.774 1.025 -3.088
C -4.356 -2.229 -0.865
H 2.148 2.353 1.758
C -3.595 4.692 -2.024
C 2.200 2.449 0.677
H 6.420 0.173 2.256
H 2.992 -1.835 4.490
H 2.510 -4.437 0.593
H 1.723 1.789 -2.316
H -1.896 1.895 -1.940
H 1.338 3.019 0.323
N -1.221 0.707 1.317
C -3.785 2.067 -2.801
C 2.324 -1.125 4.021
N 0.660 -0.687 2.372
C -2.518 3.809 -1.721
C 1.356 -2.999 2.675
C 3.547 -0.126 0.471
N -2.697 2.512 -2.128
H 3.358 -4.380 -0.967
H -6.091 -1.002 -1.114
H 0.679 -3.463 3.397
H 2.019 -1.202 -2.747
C -4.706 4.252 -2.679
H 2.959 0.532 5.217
H -1.050 1.022 -4.017
C -2.456 1.032 0.960
H 2.985 0.540 -2.429
H -1.919 -0.537 -4.110
C 5.620 -0.302 1.704
H -4.036 2.484 1.138
C -3.035 -2.269 -0.426
C -2.228 -3.528 -0.513
C 1.467 -1.543 3.006
N -2.444 -1.185 0.086
C 4.589 0.465 1.181
C -1.087 2.527 2.811
C -4.457 0.068 -0.222
C 4.594 -2.279 0.802
C -2.317 2.973 2.325
H 6.427 -2.278 1.915
H 3.108 2.991 0.410
H 1.988 -2.951 -2.864

(6)
21
Properties=species:S:1:pos:R:3 method="wB97M-V/def2-TZVPD" smiles="[H]/N=C(/CN(C)C)C(C)=O" e_lumo_ev=0.02
C 0.375 -1.352 1.886
H 2.409 -1.622 -1.234
H -1.825 1.081 -2.246
H -1.745 0.109 0.736
H 0.945 1.345 0.938
H 1.465 1.725 -0.678
H -0.592 -1.825 2.079
H 1.149 -1.833 2.488
C -0.916 0.639 -1.825
H 0.303 -0.306 2.181
N -0.566 1.304 -0.573
N 2.256 -0.601 -1.196
H -0.129 0.764 -2.576
H -1.351 1.736 1.334
C 1.313 -0.356 -0.332
C -1.596 1.151 0.441
C 0.808 1.055 -0.109
C 0.708 -1.520 0.436
H -2.553 1.538 0.075
H -1.099 -0.432 -1.685
O 0.642 -2.601 -0.141

Relative energy (zero: lowest compared OMol25 entry of this formula, charge and spin) for the records above, in order: 62.0; 3.8; 452.2; 95.4; 0.0; 35.8 kcal/mol
Calculated total energy for the records above, in order: -9440.35311; -40151.50810; -22861.90330; -17605.26454; -98474.75503; -11443.11797 eV
Max |F| for the records above, in order: 0.030; 0.088; 0.213; 0.097; 0.016; 0.042 Eh/bohr